Entry 1:
{"formula": "C10H20P", "method": "ωB97M-V with the def2-TZVPD basis set", "symbols": ["C", "C", "C", "C", "C", "C", "C", "C", "C", "C", "P", "H", "H", "H", "H", "H", "H", "H", "H", "H", "H", "H", "H", "H", "H", "H", "H", "H", "H", "H", "H"], "positions_angstrom": [[-0.63555, 2.57502, -0.18680], [-1.23550, 1.48850, 0.71554], [0.86888, 2.20480, 0.00616], [-1.34271, 0.26450, -0.24260], [1.29368, 1.00006, -0.85140], [0.02975, -0.01212, -0.99053], [-2.28420, -2.06689, -0.56185], [2.64760, -1.81823, -0.86044], [1.67205, -0.65214, 1.78248], [-1.96047, -0.91716, 0.46453], [1.44678, -0.63502, -0.04126], [-0.83756, 2.56783, -1.30175], [-0.66950, 3.65922, 0.18333], [-0.74915, 1.15175, 1.55237], [-2.31607, 1.80555, 1.00287], [1.47426, 2.97652, -0.33052], [1.08552, 2.05854, 1.01787], [-2.12572, 0.70446, -0.81637], [1.82466, 0.97795, -1.80729], [-0.02325, -0.39722, -1.92302], [-2.98892, -1.79189, -1.28641], [-2.87921, -2.78758, -0.12467], [-1.41861, -2.40457, -0.90187], [3.60837, -1.48188, -0.58035], [2.33770, -1.87864, -1.83968], [2.32866, -2.89721, -0.66225], [0.93322, -1.42990, 2.33564], [1.37199, 0.24047, 2.28358], [2.69548, -0.82922, 1.99806], [-1.22469, -1.19329, 1.17628], [-2.92749, -0.48223, 0.79034]], "lumo_energy_ev": -2.8, "largest_force_ha_per_bohr": 0.10654, "energy_ev": -19973.64354, "mol_weight_g_mol": 171.24, "total_charge": 1, "homo_lumo_gap_ha": 0.404, "homo_ha": -0.50597, "e_above_lowest_ev": 2.656}

***

Entry 2:
{"formula": "C35H27F4O2Si", "method": "ωB97M-V with the def2-TZVPD basis set", "symbols": ["F", "C", "C", "C", "F", "C", "C", "C", "C", "C", "C", "F", "C", "C", "F", "C", "C", "H", "H", "H", "H", "H", "H", "H", "C", "C", "C", "C", "Si", "C", "C", "C", "C", "C", "C", "C", "C", "C", "C", "C", "C", "O", "C", "C", "C", "C", "O", "C", "C", "H", "H", "H", "H", "H", "H", "H", "H", "H", "H", "H", "H", "H", "H", "H", "H", "H", "H", "H", "H"], "positions_angstrom": [[-3.05706, 2.34522, 0.90050], [-2.81467, 1.00929, 1.13586], [-3.90144, 0.14813, 1.22400], [-3.61486, -1.18413, 1.44732], [-4.65244, -2.08838, 1.44037], [-2.33556, -1.65369, 1.72335], [-1.24918, -0.72135, 1.79815], [0.00560, -1.19115, 2.31398], [1.30821, -0.70432, 1.91870], [2.32145, -1.62680, 1.56377], [3.56778, -1.17143, 1.21530], [4.55935, -2.08614, 0.94400], [3.91136, 0.18129, 1.15623], [2.88979, 1.07191, 1.48174], [3.18474, 2.41857, 1.46886], [1.61746, 0.67803, 1.86566], [-1.49371, 0.59535, 1.32012], [-4.93125, 0.50883, 1.09971], [-2.14837, -2.71837, 1.83216], [-0.00130, -2.26385, 2.55664], [2.09127, -2.70050, 1.52742], [4.91326, 0.51277, 0.89352], [0.86406, 1.43709, 2.12666], [-0.67749, 1.28237, 1.07900], [6.67545, -3.55404, 4.53078], [6.21820, -4.16294, 5.70295], [5.14442, -3.59832, 6.40392], [4.51254, -2.43494, 5.93076], [3.16324, -1.62963, 6.92347], [2.21143, -2.91238, 7.87214], [2.04236, -4.19958, 7.34562], [1.24256, -5.13271, 8.00583], [0.63039, -4.79007, 9.21823], [0.84301, -3.52751, 9.77485], [1.64541, -2.58961, 9.11538], [3.93528, -0.46119, 8.15490], [4.80451, -0.98142, 9.13413], [5.39092, -0.14094, 10.08970], [5.12191, 1.23211, 10.06222], [4.28237, 1.75920, 9.07433], [3.69784, 0.91850, 8.11916], [2.15242, -0.70504, 5.80615], [1.06435, -1.16494, 5.24649], [0.09401, -0.43705, 4.56158], [-1.18110, -1.11842, 4.93468], [-0.74062, -2.53758, 5.15847], [0.70480, -2.41452, 5.51746], [4.98030, -1.83208, 4.75452], [6.05526, -2.39088, 4.05938], [7.51722, -3.97652, 3.98503], [6.68774, -5.07548, 6.07505], [4.79077, -4.07966, 7.31883], [2.51828, -4.47381, 6.40288], [1.09534, -6.11395, 7.55759], [-0.01306, -5.51022, 9.71954], [0.37873, -3.25415, 10.72346], [1.81914, -1.60433, 9.54956], [5.01949, -2.05365, 9.15877], [6.05217, -0.56024, 10.84971], [5.57133, 1.89186, 10.80270], [4.07735, 2.83186, 9.03939], [3.04481, 1.33323, 7.34660], [0.16759, 0.66780, 4.54666], [-1.54575, -0.67043, 5.89643], [-1.98313, -1.04134, 4.18826], [-1.25739, -3.04158, 5.98527], [-0.78668, -3.10033, 4.23994], [4.50631, -0.92137, 4.38124], [6.40603, -1.91445, 3.14164]], "lumo_energy_ev": -5.3, "largest_force_ha_per_bohr": 0.04179, "energy_ev": -59568.87317, "mol_weight_g_mol": 583.68, "total_charge": 1, "homo_lumo_gap_ha": 0.225, "homo_ha": -0.41948}

***

Entry 3:
{"formula": "C6H8O2", "method": "ωB97M-V with the def2-TZVPD basis set", "symbols": ["C", "C", "C", "C", "C", "C", "H", "H", "H", "H", "H", "H", "H", "H", "O", "O"], "positions_angstrom": [[-0.87749, -0.45131, -0.61956], [-0.05573, 0.85115, -0.80118], [0.28599, 1.16903, 0.69375], [0.72292, -0.26985, 1.01220], [1.27511, -0.73331, -0.28907], [-0.05747, -1.22326, 0.18582], [-2.17630, 0.68974, 0.32647], [-1.16512, -0.99150, -1.52141], [-0.40347, 1.67993, -1.40971], [1.06928, 1.88231, 0.78558], [-0.63648, 1.51315, 1.22122], [1.29961, -0.43040, 1.94222], [2.19529, -1.42899, -0.51522], [-0.34450, -2.28323, 0.31237], [-2.16830, -0.19502, -0.05323], [1.03668, 0.22156, -1.27026]], "lumo_energy_ev": 0.9, "largest_force_ha_per_bohr": 0.13076, "energy_ev": -10444.05715, "mol_weight_g_mol": 112.13, "homo_lumo_gap_ha": 0.369, "homo_ha": -0.33533, "e_above_lowest_ev": 2.669, "smiles": "O[C@@H]1[C@@H]2[C@@H]3C[C@H]1O[C@@H]32"}

***

Entry 4:
{"formula": "C2H7N2OP", "method": "ωB97M-V with the def2-TZVPD basis set", "symbols": ["C", "C", "N", "N", "O", "P", "H", "H", "H", "H", "H", "H", "H"], "positions_angstrom": [[1.86364, 0.63337, 0.79992], [1.27942, -0.44925, 0.30071], [-1.20554, 1.20199, -0.62603], [-1.76106, -1.41458, -0.76817], [-0.28738, -0.08712, -2.65228], [-0.57979, -0.19744, -1.22215], [2.76377, 0.78341, 1.41437], [1.27497, 1.54849, 0.89944], [1.90416, -1.32197, 0.32991], [-1.90230, 1.16073, 0.06381], [-1.67772, 1.63883, -1.42784], [-1.47328, -2.34158, -1.24477], [-1.88407, -1.56306, 0.28539]], "lumo_energy_ev": 0.5, "largest_force_ha_per_bohr": 0.07384, "energy_ev": -16502.93449, "mol_weight_g_mol": 106.06, "homo_lumo_gap_ha": 0.370, "homo_ha": -0.35026, "e_above_lowest_ev": 2.242}

***

Entry 5:
{"formula": "C13H13PS", "method": "ωB97M-V with the def2-TZVPD basis set", "symbols": ["C", "C", "C", "C", "C", "C", "C", "C", "C", "C", "C", "C", "C", "P", "S", "H", "H", "H", "H", "H", "H", "H", "H", "H", "H", "H", "H", "H"], "positions_angstrom": [[-4.14936, 1.12092, -0.48361], [2.51247, -2.40317, -0.16732], [-3.60257, -0.16658, -0.44465], [-3.28268, 2.06471, -0.06786], [2.93886, -1.51601, 0.74029], [1.34668, -2.17890, -1.02554], [-2.36414, -0.50895, 0.08922], [-2.03293, 1.82145, 0.41161], [2.15400, -0.18094, 0.79474], [0.48696, -1.21216, -0.77395], [-1.53091, 0.50862, 0.39080], [0.74141, -0.27050, 0.37538], [-0.18039, 0.51023, 0.90117], [3.09582, 1.05951, -0.21756], [2.22557, 2.65328, -0.90682], [-5.12677, 1.44732, -0.66295], [3.13658, -3.38480, -0.27465], [-4.22964, -1.07277, -0.67085], [-3.65423, 3.01461, -0.02815], [3.83334, -1.75010, 1.47309], [1.23949, -2.68611, -1.87023], [-2.15775, -1.63905, 0.13308], [-1.39587, 2.64589, 0.66799], [2.11401, 0.26069, 1.76834], [-0.25301, -0.98767, -1.50587], [0.00012, 1.08451, 1.79365], [4.00660, 0.47182, -1.13510], [4.12835, 1.29417, 0.69575]], "lumo_energy_ev": 0.1, "largest_force_ha_per_bohr": 0.08203, "energy_ev": -33813.29447, "mol_weight_g_mol": 232.29, "homo_lumo_gap_ha": 0.308, "homo_ha": -0.30445, "e_above_lowest_ev": 0.682, "smiles": "S=[PH2][C@@H]1C=CC=C/C1=C\\c1ccccc1"}

***

Entry 6:
{"formula": "C4H6N4", "method": "ωB97M-V with the def2-TZVPD basis set", "symbols": ["C", "C", "C", "C", "H", "H", "H", "H", "H", "H", "N", "N", "N", "N"], "positions_angstrom": [[-1.29578, -0.08093, 0.00360], [-0.75161, 1.16810, -0.05941], [1.01721, -0.23503, -0.01334], [-0.16688, -0.99175, -0.02153], [-3.32795, 0.15142, 0.30312], [-2.86173, -1.41980, 0.08726], [-1.27406, 2.12228, -0.14217], [1.28051, 1.84089, 0.01550], [-0.20882, -2.04322, -0.11096], [4.04511, -0.50038, -0.06120], [-2.64468, -0.45467, -0.03146], [0.63090, 1.09801, 0.02199], [2.31397, -0.74781, -0.01638], [3.24381, 0.09289, 0.02496]], "lumo_energy_ev": 0.3, "largest_force_ha_per_bohr": 0.03572, "energy_ev": -10204.01740, "mol_weight_g_mol": 110.12, "homo_lumo_gap_ha": 0.297, "homo_ha": -0.28443, "e_above_lowest_ev": 1.922, "smiles": "[H]/N=N/c1cc(N)c[nH]1"}